Below is a molecular structure, C28H46BIrN5O2, with properties calculated with wB97M-V/def2-TZVPD.

Geometry (Å):
Ir1 -0.30397 0.26982 0.34202
C1 2.41301 1.04414 2.72304
C2 1.03637 1.70272 2.81370
N1 -0.08134 0.75416 2.64706
C3 -1.37917 1.29437 3.10260
C4 -1.89056 2.35895 2.14931
N2 -2.00877 1.77853 0.80286
C5 -2.32657 2.74145 -0.27313
C6 -1.33484 3.88275 -0.45785
C7 0.16202 3.59570 -0.34227
N3 0.62905 2.23332 -0.70415
C8 2.10497 2.19538 -0.55712
C9 2.63017 0.77730 -0.55544
N4 1.92746 -0.04174 0.45268
C10 2.54925 -0.15766 1.79127
H1 2.71568 0.68966 3.71067
H2 3.13574 1.81813 2.45816
H3 0.92966 2.45945 2.04104
H4 0.95399 2.22056 3.77478
H5 0.10770 -0.08077 3.19411
H6 -1.30098 1.70261 4.11402
H7 -2.08506 0.46028 3.13076
H8 -1.20667 3.20619 2.10752
H9 -2.85342 2.73806 2.50309
H10 -2.77246 1.10715 0.82502
H11 -3.31168 3.18534 -0.09780
H12 -2.39462 2.16577 -1.19593
H13 -1.55107 4.68298 0.25218
H14 -1.55196 4.30787 -1.43923
H15 0.50374 3.77681 0.67600
H16 0.69000 4.32511 -0.96380
H17 0.41853 2.08575 -1.68959
H18 2.35127 2.68979 0.38309
H19 2.59063 2.76853 -1.35107
H20 3.70833 0.78254 -0.37514
H21 2.46364 0.30747 -1.52704
H22 1.91158 -0.99358 0.08021
H23 3.61196 -0.38690 1.67472
H24 2.09274 -1.03626 2.25323
O1 0.31582 -3.97656 -0.37661
B1 1.04363 -2.93058 -0.85833
O2 2.31273 -3.23031 -1.24957
C11 2.40488 -4.61402 -1.00357
C12 3.47568 -5.44716 -1.21458
C13 3.27990 -6.78256 -0.86766
C14 2.07274 -7.23291 -0.33904
C15 0.99835 -6.37010 -0.13053
C16 1.20797 -5.05921 -0.48234
H25 4.40788 -5.08979 -1.62786
H26 4.08690 -7.48662 -1.01489
H27 1.96370 -8.27911 -0.08947
H28 0.05872 -6.70929 0.28201
C17 0.18848 -3.56456 3.88555
C18 -1.01169 -3.28363 3.02388
C19 -2.21528 -3.97254 3.22199
C20 -3.35679 -3.71271 2.45855
C21 -4.64613 -4.43637 2.73098
C22 -3.27454 -2.78653 1.43719
C23 -2.06590 -2.09399 1.16731
C24 -0.96618 -2.33263 2.03157
N5 -1.91220 -1.20555 0.15423
C25 -2.65895 -1.33034 -1.13896
C26 -1.72587 -0.78178 -2.22008
C27 -3.01695 -2.76894 -1.54450
C28 -3.92894 -0.47243 -1.07524
H29 0.16122 -4.57648 4.28549
H30 0.22345 -2.88365 4.73910
H31 1.11516 -3.45427 3.32065
H32 -2.26627 -4.72472 4.00104
H33 -4.64040 -4.90513 3.71262
H34 -4.80779 -5.21906 1.98787
H35 -5.49530 -3.75541 2.68161
H36 -4.16708 -2.53963 0.88532
H37 -0.02548 -1.83238 1.81990
H38 -0.90575 -1.47029 -2.42708
H39 -1.29688 0.18882 -1.92834
H40 -2.28177 -0.62550 -3.14494
H41 -2.24117 -3.47477 -1.24513
H42 -3.09387 -2.80077 -2.63153
H43 -3.97160 -3.10559 -1.15306
H44 -3.70009 0.58846 -0.99803
H45 -4.55945 -0.75948 -0.23215
H46 -4.50802 -0.61400 -1.98794

Forces on atoms 1 to 3 (eV/Å):
0.4 0.2 0.4
0.0 0.0 0.0
0.0 0.0 0.1

Results
⟨S²⟩: 8.7976
LUMO (spin up / spin down) in eV: -4.30 / -7.41
2S+1: 6
Energy relative to the best compared isomer or geometry (same formula, charge and spin) in eV: 0.221
Electronic energy in eV: -44827.8719
Gap between HOMO and LUMO (spin up / spin down) in eV: 8.9 / 6.1
M in g/mol: 687.74
Charge: +2


Below is a molecular structure, C28H46BrCoN3P2S, with properties calculated with wB97M-V/def2-TZVPD.

Geometry (Å):
C1 -0.63730 7.42550 -6.29790
C2 -0.81400 6.04080 -6.54110
C3 -1.12580 5.65820 -7.86940
C4 -1.24050 6.64730 -8.85090
N1 -1.07290 7.96150 -8.62090
C5 -0.77700 8.32390 -7.36030
C6 -0.68450 5.08010 -5.50090
C7 -0.57270 4.24980 -4.60180
C8 -0.44310 3.28860 -3.56090
C9 0.62260 3.36340 -2.62830
C10 0.74460 2.41460 -1.60820
C11 -0.18270 1.35530 -1.46760
C12 -1.24360 1.28810 -2.40120
C13 -1.37620 2.22890 -3.42730
Co1 0.00000 0.00000 0.00000
P1 1.89050 -0.90600 -1.02270
H1 -1.27360 4.60290 -8.11690
H2 -0.39520 7.78030 -5.29190
H3 -1.48190 6.36390 -9.88470
H4 -0.64240 9.40030 -7.18510
H5 -2.20370 2.15720 -4.14080
H6 1.35010 4.17680 -2.71790
H7 -1.98240 0.48150 -2.32630
H8 1.58040 2.50170 -0.90400
C14 2.18670 -2.56840 -0.24240
C15 3.17040 -3.54730 -0.89520
H9 1.18070 -3.02330 -0.19040
H10 2.45640 -2.33380 0.80370
H11 3.41250 -4.35780 -0.18480
H12 2.73640 -4.01690 -1.79460
H13 4.11670 -3.06320 -1.18450
C16 1.78550 -1.17230 -2.86000
C17 2.85920 -0.55170 -3.76310
H14 0.78810 -0.79020 -3.14140
H15 1.72260 -2.26760 -2.99820
H16 2.60010 -0.72770 -4.82230
H17 2.92290 0.54020 -3.61780
H18 3.86020 -0.97710 -3.58800
C18 3.38640 0.15670 -0.72130
C19 4.77580 -0.49290 -0.75090
H19 3.19680 0.59120 0.27600
H20 3.30990 0.98350 -1.45290
H21 5.54870 0.28140 -0.59820
H22 4.88360 -1.22780 0.06450
H23 4.99230 -0.99980 -1.70520
Br1 0.23160 -1.71850 1.86060
P2 -2.68160 -3.59400 -4.34300
C20 -0.80400 -3.64060 -4.20570
C21 -0.20030 -5.04420 -4.35560
H24 -0.49270 -3.17080 -3.25160
H25 -0.42320 -2.99100 -5.01630
H26 0.87090 -4.98730 -4.62100
H27 -0.28220 -5.62840 -3.42290
H28 -0.71940 -5.61250 -5.14740
C22 -3.16020 -3.26310 -2.55610
C23 -4.57170 -3.73400 -2.18230
H29 -3.08580 -2.16620 -2.42700
H30 -2.40610 -3.71660 -1.88250
H31 -4.65250 -3.91120 -1.09470
H32 -5.33090 -2.98220 -2.46240
H33 -4.83120 -4.67910 -2.69030
C24 -2.88010 -1.83680 -4.97940
C25 -3.14570 -1.76490 -6.48860
H34 -1.98750 -1.23930 -4.70700
H35 -3.73460 -1.40390 -4.42560
H36 -3.62650 -0.80820 -6.76100
H37 -2.20950 -1.84050 -7.07060
H38 -3.80750 -2.58660 -6.81450
C26 -0.75950 1.27300 4.79390
N2 -0.42690 1.15870 3.38990
C27 0.89410 1.00880 2.85360
S1 1.15160 1.54680 1.33750
N3 2.00840 0.48880 3.58910
C28 1.91590 -0.40530 4.72450
H39 0.13310 1.29100 5.44530
H40 -1.44420 0.44950 5.08540
H41 -1.27780 2.24070 4.96080
H42 -1.19930 1.33380 2.72890
H43 2.95560 0.65240 3.21520
H44 2.45860 -1.34400 4.48730
H45 2.38650 0.06500 5.61280
H46 0.87490 -0.70500 4.94770

Forces on atoms 1 to 3 (eV/Å):
0.0 -0.5 -0.1
-0.1 1.1 -1.2
0.1 0.2 0.5

Results
⟨S²⟩: 3.9715
LUMO (spin up / spin down) in eV: -7.45 / -9.76
2S+1: 4
Energy relative to the best compared isomer or geometry (same formula, charge and spin) in eV: 2.158
Electronic energy in eV: -171316.0103
Gap between HOMO and LUMO (spin up / spin down) in eV: 5.0 / 2.7
M in g/mol: 657.55
Charge: +2


Below is a molecular structure, C28H46BrHfN3P2, with properties calculated with wB97M-V/def2-TZVPD.

Geometry (Å):
N1 -5.71210 1.98087 -1.18589
C1 -5.11037 2.54980 -0.13556
C2 -3.73348 2.51160 0.04559
C3 -2.92455 1.88085 -0.92145
C4 -3.54821 1.29839 -2.05603
C5 -4.94883 1.41222 -2.12375
C6 -1.45219 1.80831 -0.66916
Hf1 -0.17322 0.00278 -0.10217
P1 2.37366 0.61139 0.26727
C7 -0.53796 1.43389 -1.78251
C8 0.42416 2.48103 -2.33082
C9 1.59686 2.19102 -3.06888
C10 2.71271 2.87647 -2.53275
C11 2.53122 3.94713 -1.60427
C12 1.32671 4.64588 -1.74846
C13 0.23521 3.80881 -1.94760
Br1 2.59384 3.80850 0.62748
H1 -1.08979 2.54317 0.12738
H2 -0.85412 0.79742 -2.61563
H3 -3.34368 2.88020 0.98921
H4 -3.01012 0.73784 -2.84531
H5 -5.74125 3.05487 0.60600
H6 -5.42870 0.96051 -2.99312
H7 1.61029 1.35053 -3.78905
H8 -0.76391 4.15388 -1.76018
H9 3.69074 2.56408 -2.89358
H10 1.20684 5.71574 -1.68534
P2 -1.17456 -2.23381 -0.43242
C14 4.16131 1.24287 0.18957
C15 5.49301 0.47298 0.06491
H11 4.33742 1.89481 1.07255
H12 3.99893 1.89729 -0.69255
H13 6.30324 1.22266 0.21363
H14 5.55145 -0.26777 0.88628
H15 5.65957 0.01660 -0.92858
C16 2.23382 -0.45925 -1.19812
C17 3.42050 -1.16899 -1.84975
H16 1.87690 0.28705 -1.90283
H17 1.40235 -1.16845 -0.95520
H18 3.17155 -1.50329 -2.86416
H19 4.27741 -0.51367 -1.96980
H20 3.79851 -2.05092 -1.33175
C18 2.33278 -0.61546 1.66298
C19 3.60839 -1.16834 2.31650
H21 1.58895 -1.42371 1.47013
H22 1.93116 0.10332 2.41153
H23 3.30060 -1.76085 3.20021
H24 4.23612 -1.84629 1.70846
H25 4.21078 -0.31739 2.66150
C20 -1.11956 -3.43338 0.97889
C21 -1.75288 -4.77853 0.60189
H26 -1.63212 -2.93183 1.82283
H27 -0.06977 -3.60382 1.27544
H28 -2.82603 -4.64564 0.41364
H29 -1.27379 -5.22913 -0.28117
H30 -1.62353 -5.50758 1.41306
C22 -0.19810 -3.11401 -1.75098
C23 -0.07920 -2.36890 -3.07389
H31 -0.69289 -4.08757 -1.89335
H32 0.80724 -3.29274 -1.33926
H33 -1.08507 -2.15672 -3.46472
H34 0.50792 -1.43169 -3.04825
H35 0.47853 -3.02836 -3.75449
C24 -2.86221 -2.22751 -1.02367
C25 -3.85279 -1.57647 -0.07635
H36 -3.11338 -3.26902 -1.22529
H37 -2.88205 -1.72719 -1.99634
H38 -4.84173 -2.01080 -0.24464
H39 -3.62446 -1.69317 0.98780
H40 -3.92392 -0.50633 -0.28214
C26 -2.23991 1.38555 5.03559
N2 -1.15709 0.72047 4.25409
C27 -0.04281 0.11222 4.99722
C28 -1.05052 0.70612 2.97163
N3 -0.60470 0.48623 1.88238
H41 -2.12773 1.23961 6.10138
H42 -3.20105 0.94761 4.76537
H43 -2.21634 2.46018 4.84813
H44 0.04608 -0.93781 4.69369
H45 0.88251 0.65480 4.76392
H46 -0.27866 0.19885 6.04304

Forces on atoms 1 to 3 (eV/Å):
0.4 0.1 -0.1
-0.1 0.1 -0.2
-0.1 -0.6 0.1

Results
LUMO (spin up / spin down) in eV: -15.20 / -15.20
Electronic energy in eV: -124130.2456
Gap between HOMO and LUMO (spin up / spin down) in eV: 4.0 / 4.0
M in g/mol: 745.04
Charge: +4


> Among the records above, which one has the lowest M?

C28H46BrCoN3P2S